[1]
Here is a cluster of 2 separate species, C2H7Br2NSi in total in a non-equilibrium geometry from the OMol25 dataset. Energies are from ωB97M-V with the def2-TZVPD basis set.

Results
LUMO energy	-1.08	eV
Kohn-Sham gap	7.30	eV

The geometry in ORCA input format:
```
! wB97M-V def2-TZVPD RIJCOSX def2/J DEFGRID3
* xyz 0 1
C -1.43 -0.30 0.34
C 0.11 0.24 -1.41
N -0.19 0.34 0.04
Si 1.08 0.62 1.12
Br 0.42 0.20 3.11
Br 2.63 -2.25 0.31
H -2.09 0.08 -0.49
H -1.38 -1.44 0.26
H -1.98 -0.02 1.32
H -0.33 1.03 -1.91
H 1.16 0.56 -1.43
H -0.02 -0.69 -1.74
H 2.00 1.63 0.47
*
```

***

[2]
Here is a cluster of 2 separate species, C2H7Br2NSi in total in a non-equilibrium geometry from the OMol25 dataset. Energies are from ωB97M-V with the def2-TZVPD basis set.

Results
LUMO energy (alpha / beta)	-3.05 / -3.05	eV
Kohn-Sham gap (alpha / beta)	3.34 / 3.34	eV

The geometry in ORCA input format:
```
! wB97M-V def2-TZVPD RIJCOSX def2/J DEFGRID3
* xyz 0 1
C -0.50 -0.13 -0.53
C 1.43 0.28 0.78
N 0.58 -0.85 0.23
Si 0.86 -2.57 0.30
Br -0.95 -3.61 -0.23
Br 4.14 2.21 -0.45
H -1.38 -0.76 -0.42
H -0.71 0.70 0.11
H -0.34 0.12 -1.58
H 2.57 0.15 0.88
H 1.25 1.16 0.10
H 1.05 0.60 1.73
H 1.96 -3.22 0.99
*
```

***

[3]
Here is a cluster of 2 separate species, C2H7BrNO in total in a non-equilibrium geometry from the OMol25 dataset. Energies are from ωB97M-V with the def2-TZVPD basis set.

Results
LUMO energy	-3.83	eV
Kohn-Sham gap	9.84	eV

The geometry in ORCA input format:
```
! wB97M-V def2-TZVPD RIJCOSX def2/J DEFGRID3
* xyz 1 1
C 0.78 0.46 0.18
C -0.50 -0.39 -1.23
N 0.50 -0.07 1.54
O -1.73 -0.34 -0.71
Br -0.30 0.51 -2.89
H 1.72 0.14 -0.26
H 0.66 1.49 0.10
H 0.04 -1.37 -1.23
H 0.57 -1.09 1.40
H -0.42 0.10 1.87
H 1.13 0.27 2.34
H -2.44 0.28 -1.10
*
```

***

[4]
Here is a structure of composition C2H7CdO2 in a non-equilibrium geometry from the OMol25 dataset. Energies are from ωB97M-V with the def2-TZVPD basis set.

Results
LUMO energy (alpha / beta)	3.74 / 3.72	eV
Kohn-Sham gap (alpha / beta)	5.48 / 5.40	eV

The geometry in ORCA input format:
```
! wB97M-V def2-TZVPD RIJCOSX def2/J DEFGRID3
* xyz -1 1
C 0.10 1.55 -0.15
H 0.83 2.28 0.25
H 1.01 1.24 -0.70
H -0.55 1.99 0.62
O -0.31 -1.01 1.42
Cd 0.96 0.25 2.15
H -1.32 -0.36 0.86
O -0.71 0.42 -0.42
C -0.05 -1.33 -0.77
H -1.03 -1.74 -1.07
H 0.59 -1.02 -1.62
H 0.49 -2.28 -0.59
*
```

***

[5]
Here is a structure of composition C2H7Cl2NSi in a non-equilibrium geometry from the OMol25 dataset. Energies are from ωB97M-V with the def2-TZVPD basis set.

Results
LUMO energy	0.45	eV
Kohn-Sham gap	9.08	eV

The geometry in ORCA input format:
```
! wB97M-V def2-TZVPD RIJCOSX def2/J DEFGRID3
* xyz 0 1
C -1.22 -0.43 -0.62
C -1.11 -0.23 0.84
N 0.28 0.07 1.22
Si 1.84 0.65 -0.47
Cl 0.80 2.17 -1.42
Cl 3.45 1.14 0.67
H -0.76 0.51 -0.93
H -0.68 -1.25 -1.02
H -2.24 -0.46 -0.97
H -1.81 0.44 1.28
H -1.20 -1.31 1.23
H 0.67 -0.82 1.44
H 1.99 -0.49 -1.26
*
```

***

[6]
Here is a cluster of 2 separate species, C2H7ClNOP in total in a non-equilibrium geometry from the OMol25 dataset. Energies are from ωB97M-V with the def2-TZVPD basis set.

Results
LUMO energy	0.18	eV
Kohn-Sham gap	10.25	eV

The geometry in ORCA input format:
```
! wB97M-V def2-TZVPD RIJCOSX def2/J DEFGRID3
* xyz 0 1
C -0.17 1.74 0.49
C 0.21 -1.64 0.34
N -0.48 1.10 -0.78
O -0.49 -1.17 -2.21
P -0.30 -0.44 -0.95
Cl -3.75 -1.03 -3.16
H -0.96 1.40 1.17
H -0.24 2.76 0.27
H 0.83 1.47 0.85
H -0.69 -2.11 0.83
H 1.04 -2.19 -0.05
H 0.66 -1.03 1.18
H -2.46 -1.47 -3.04
*
```

***

[7]
Here is a cluster of 2 separate species, C2H7ClNOPS in total in a non-equilibrium geometry from the OMol25 dataset. Energies are from ωB97M-V with the def2-TZVPD basis set.

Results
LUMO energy	0.82	eV
SMILES	NP(S)Cl.CC=O
Kohn-Sham gap	9.59	eV

The geometry in ORCA input format:
```
! wB97M-V def2-TZVPD RIJCOSX def2/J DEFGRID3
* xyz 0 1
C -0.55 0.63 2.53
C 0.31 1.34 1.54
N 1.27 -1.00 -1.48
O 1.43 1.01 1.25
P -0.31 -0.49 -1.86
S -0.76 -2.06 -3.21
Cl 0.19 1.05 -3.05
H -0.88 1.34 3.29
H -1.44 0.26 2.02
H -0.02 -0.20 2.99
H -0.17 2.21 1.07
H -2.06 -1.78 -3.18
H 1.71 -0.37 -0.82
H 1.26 -1.94 -1.10
*
```

***

[8]
Here is a cluster of 2 separate species, C2H7ClNPS in total in a non-equilibrium geometry from the OMol25 dataset. Energies are from ωB97M-V with the def2-TZVPD basis set.

Results
LUMO energy	0.76	eV
SMILES	NP(S)Cl.C=C
Kohn-Sham gap	9.86	eV

The geometry in ORCA input format:
```
! wB97M-V def2-TZVPD RIJCOSX def2/J DEFGRID3
* xyz 0 1
C 2.41 -0.02 0.11
C 1.99 -1.23 0.08
N -3.09 1.71 -1.82
P -1.57 0.88 -1.54
S -2.25 0.27 0.34
Cl -0.51 2.55 -1.05
H -1.10 -0.50 0.54
H 2.87 0.24 0.99
H 2.42 0.68 -0.64
H 1.98 -1.90 0.99
H 1.52 -1.67 -0.79
H -3.42 2.08 -2.66
H -3.94 1.13 -1.49
*
```

***

[9]
Here is a cluster of 2 separate species, C2H7ClSi2 in total in a non-equilibrium geometry from the OMol25 dataset. Energies are from ωB97M-V with the def2-TZVPD basis set.

Results
LUMO energy	-0.21	eV
SMILES	C=[SiH]Cl.C=[SiH2]
Kohn-Sham gap	8.20	eV

The geometry in ORCA input format:
```
! wB97M-V def2-TZVPD RIJCOSX def2/J DEFGRID3
* xyz 0 1
C 1.83 -2.32 -0.26
C -1.39 0.97 1.45
Si 1.04 -0.88 -0.87
Si -1.57 1.78 -0.08
Cl -0.55 3.50 -0.75
H 1.39 -3.22 -0.37
H 2.78 -2.29 0.26
H -1.64 -0.12 1.65
H -0.87 1.59 2.22
H 1.60 0.61 -0.72
H -0.37 -0.56 -1.45
H -2.27 0.96 -1.09
*
```

***

[10]
Here is an isolated molecule of C2H7FN4 in a non-equilibrium geometry from the OMol25 dataset. Energies are from ωB97M-V with the def2-TZVPD basis set.

Results
LUMO energy	1.29	eV
SMILES	CN/N=N/NCF
Kohn-Sham gap	9.02	eV

The geometry in ORCA input format:
```
! wB97M-V def2-TZVPD RIJCOSX def2/J DEFGRID3
* xyz 0 1
C -0.20 -0.38 2.36
C -0.25 -0.24 -3.34
N -0.16 0.25 0.20
N 0.15 -0.02 -1.03
N 0.46 -0.44 1.14
N -0.34 0.87 -1.99
F -1.16 -1.12 -3.21
H 0.03 0.44 2.87
H -1.34 -0.34 2.15
H -0.06 -1.15 3.02
H 0.72 -0.68 -3.07
H -0.51 0.32 -4.23
H 1.23 -1.12 0.83
H -1.20 1.39 -1.97
*
```

***

Number 1: electronic energy -5572.6682 a.u.. Number 2: electronic energy -5572.5991 a.u.. Number 3: electronic energy -2784.0743 a.u.. Number 4: electronic energy -398.1546 a.u.. Number 5: electronic energy -1345.0444 a.u.. Number 6: electronic energy -1011.9276 a.u.. Number 7: electronic energy -1410.1651 a.u.. Number 8: electronic energy -1334.8761 a.u.. Number 9: electronic energy -1119.4422 a.u.. Number 10: electronic energy -399.1238 a.u..